[1]
The following is a quantum chemistry calculation of the molecule C23H34N4O2, from the OMol25 dataset.

```
63
Properties=species:S:1:pos:R:3:forces:R:3
C -7.556 -0.886 -1.336 -0.086 -0.082 -0.205
H -7.710 -0.093 -2.074 0.022 -0.034 0.024
O -6.982 -0.386 -0.152 0.177 0.135 0.252
C -5.756 0.196 -0.214 0.161 0.089 0.096
C -4.999 0.343 -1.374 -0.386 -0.199 -0.046
C -3.759 0.948 -1.315 0.183 0.154 0.288
C -3.248 1.419 -0.109 -0.545 -0.234 -0.143
C -4.013 1.273 1.051 0.045 0.001 -0.187
C -5.247 0.671 0.999 -0.218 -0.132 -0.117
H -5.849 0.549 1.886 -0.064 -0.009 0.110
H -3.616 1.640 1.984 0.004 0.012 0.086
C -1.923 2.023 -0.051 0.590 0.283 0.024
N -1.227 2.120 -1.186 -0.348 -0.145 -0.216
C 0.015 2.552 -1.106 0.246 0.221 0.373
C 0.621 2.904 0.100 -0.331 -0.010 -0.020
C -0.232 2.869 1.203 0.347 0.122 -0.365
N -1.475 2.438 1.135 -0.408 -0.101 0.166
H 0.098 3.202 2.180 0.141 0.015 0.043
C 2.105 3.089 0.234 0.031 -0.033 0.006
N 2.783 1.816 0.479 0.183 -0.014 0.027
C 2.644 0.893 -0.634 -0.028 -0.253 -0.088
H 1.590 0.633 -0.824 0.137 0.000 -0.026
C 3.439 -0.399 -0.387 0.316 0.064 -0.074
N 3.104 -1.031 0.874 -0.067 -0.013 0.031
C 3.167 -0.092 1.971 -0.037 0.208 0.049
C 2.392 1.210 1.739 0.029 -0.215 0.167
H 1.309 1.005 1.783 0.140 0.020 0.037
H 2.632 1.915 2.541 -0.055 -0.008 0.033
H 4.221 0.160 2.127 -0.033 0.059 0.126
H 2.794 -0.576 2.875 0.055 0.003 0.020
C 2.032 -2.003 0.871 -0.214 0.053 -0.128
H 2.014 -2.451 1.870 -0.019 -0.090 -0.036
C 0.610 -1.531 0.520 0.093 -0.286 0.303
H 0.362 -0.658 1.125 -0.007 0.094 -0.057
H 0.565 -1.237 -0.531 -0.050 0.101 -0.068
C -0.466 -2.592 0.773 -0.095 0.171 -0.258
C -1.850 -1.960 0.615 0.229 -0.147 0.172
H -2.631 -2.692 0.807 -0.145 -0.058 -0.003
H -1.983 -1.132 1.308 -0.053 0.117 0.057
H -1.981 -1.576 -0.395 -0.043 0.062 -0.150
C -0.325 -3.782 -0.173 0.042 0.094 0.310
H -1.132 -4.492 -0.006 -0.061 -0.119 -0.033
H 0.618 -4.299 -0.016 0.098 -0.124 -0.064
H -0.372 -3.449 -1.208 -0.005 0.035 -0.166
H -0.365 -2.951 1.804 0.022 0.015 0.006
H 2.330 -2.785 0.164 -0.053 -0.080 0.089
C 4.951 -0.122 -0.439 -0.053 0.029 -0.402
H 5.158 0.851 0.008 0.104 0.005 0.021
H 5.459 -0.892 0.147 0.004 -0.003 0.022
C 5.500 -0.141 -1.865 -0.355 -0.113 0.229
O 6.869 0.180 -1.922 0.470 0.061 0.036
H 7.349 -0.421 -1.341 -0.041 0.056 -0.055
H 5.320 -1.128 -2.319 -0.073 0.121 0.014
H 5.004 0.613 -2.481 -0.057 -0.080 -0.015
H 3.191 -1.110 -1.185 -0.038 0.021 0.016
H 3.034 1.388 -1.528 -0.052 0.022 -0.074
H 2.524 3.516 -0.681 -0.015 0.071 0.067
H 2.335 3.751 1.074 0.001 0.047 -0.089
H 0.552 2.621 -2.046 0.147 0.006 -0.021
H -3.167 1.064 -2.209 0.025 -0.007 -0.072
H -5.366 -0.012 -2.324 -0.056 -0.039 -0.060
H -6.942 -1.679 -1.776 -0.016 0.043 0.009
H -8.520 -1.298 -1.044 0.064 0.018 -0.069
```
Positions in Å, forces in eV/Å.

The multiplicity is 1. The calculation puts the HOMO-LUMO gap at 8.51 eV. As for the energy relative to the best compared isomer or geometry (same formula, charge and spin): 58.6 kcal per mole. As for the SMILES: COc1ccc(-c2ncc(CN3CCN(CCC(C)C)[C@H](CCO)C3)cn2)cc1.

[2]
The following is a quantum chemistry calculation of the molecule C23H34N4O7S, from the OMol25 dataset.

```
69
Properties=species:S:1:pos:R:3:forces:R:3
C 4.798 4.884 -0.892 0.037 0.008 0.052
C 4.050 3.601 -0.706 -0.126 -0.011 0.012
C 2.754 3.602 -0.199 0.111 -0.056 -0.055
C 2.070 2.413 -0.011 -0.189 -0.063 0.106
C 2.686 1.221 -0.331 -0.364 -0.365 0.094
C 3.974 1.194 -0.831 0.207 0.009 0.000
C 4.653 2.384 -1.015 -0.120 -0.131 0.052
H 5.660 2.375 -1.405 0.104 -0.020 -0.049
H 4.422 0.241 -1.061 0.162 -0.084 -0.101
S 1.810 -0.322 -0.178 0.202 0.148 -0.274
O 2.674 -1.303 0.425 0.246 -0.018 -0.457
O 0.540 -0.070 0.452 0.145 0.244 -0.183
N 1.646 -0.708 -1.787 0.333 0.020 0.828
H 1.621 -1.712 -1.946 0.036 -0.227 0.198
C 0.495 -0.081 -2.418 -0.177 0.092 -0.320
H 0.307 0.842 -1.870 -0.153 0.052 -0.221
C -0.656 -1.091 -2.319 -0.025 0.314 -0.045
O -0.382 -2.267 -2.510 0.249 -0.288 -0.037
N -1.913 -0.687 -2.064 -0.107 -0.154 -0.030
C -2.368 0.632 -1.675 -0.079 0.386 -0.024
H -1.515 1.292 -1.534 -0.038 -0.008 -0.044
C -3.172 0.552 -0.366 0.180 -0.102 0.191
H -4.235 0.402 -0.557 -0.020 0.057 0.002
H -3.067 1.480 0.194 -0.074 0.037 -0.051
C -2.627 -0.621 0.444 -0.297 0.209 0.001
C -3.119 -0.637 1.876 0.353 -0.051 -0.278
O -4.079 0.025 2.277 -0.355 0.147 0.001
N -2.384 -1.432 2.651 0.189 -0.151 0.200
H -1.625 -1.962 2.211 -0.081 0.063 -0.029
C -2.622 -1.787 4.039 -0.293 -0.025 0.274
C -2.528 -0.576 5.002 0.012 -0.505 -0.322
O -1.828 -0.591 5.980 0.068 0.030 0.211
O -3.305 0.441 4.706 -0.336 0.473 -0.217
H -3.780 0.331 3.821 0.273 -0.143 0.320
H -3.658 -2.155 4.142 0.188 0.047 -0.029
C -1.655 -2.906 4.440 0.042 0.228 -0.019
C -0.172 -2.522 4.362 -0.276 -0.044 -0.115
C 0.435 -2.597 2.968 0.161 -0.105 0.655
O -0.211 -2.878 1.969 -0.132 -0.151 -0.455
N 1.753 -2.365 2.918 0.374 0.073 -0.173
H 2.248 -2.045 3.732 -0.075 -0.021 0.005
H 2.180 -2.218 2.008 -0.081 -0.052 0.193
H 0.400 -3.196 5.004 0.060 0.070 0.007
H -0.037 -1.512 4.751 0.097 -0.042 0.060
H -1.884 -3.183 5.470 -0.001 -0.002 -0.088
H -1.835 -3.771 3.797 -0.059 -0.007 0.050
C -2.995 -1.935 -0.269 0.134 0.091 -0.079
H -4.010 -2.239 -0.006 -0.018 -0.036 0.025
C -2.902 -1.716 -1.788 -0.084 -0.408 -0.088
H -2.594 -2.630 -2.294 -0.152 0.135 0.021
H -3.857 -1.381 -2.200 0.024 -0.025 0.009
H -2.303 -2.719 0.037 -0.032 -0.078 0.009
H -1.536 -0.533 0.485 -0.213 -0.087 0.009
H -2.989 1.044 -2.481 0.103 0.055 0.079
C 0.813 0.241 -3.891 -0.001 0.218 0.129
C 2.012 1.181 -3.970 -0.108 -0.285 0.027
H 2.275 1.368 -5.009 0.046 0.059 -0.096
H 1.782 2.133 -3.495 -0.014 0.172 0.063
H 2.868 0.744 -3.464 0.129 0.043 -0.002
C -0.398 0.851 -4.589 0.172 -0.263 0.048
H -0.155 1.069 -5.626 -0.023 0.051 -0.088
H -1.241 0.165 -4.573 -0.167 -0.011 -0.054
H -0.693 1.779 -4.104 -0.065 0.155 0.051
H 1.069 -0.705 -4.379 -0.026 -0.024 0.034
H 1.068 2.394 0.389 -0.128 0.062 0.044
H 2.279 4.540 0.049 -0.053 0.088 0.020
H 5.441 4.834 -1.767 0.047 0.054 -0.055
H 5.430 5.070 -0.023 0.060 0.073 0.021
H 4.115 5.723 -0.998 -0.001 0.082 -0.023
```
Positions in Å, forces in eV/Å.

The multiplicity is 1. The calculation puts the HOMO-LUMO gap at 9.72 eV. As for the SMILES: Cc1ccc(S(=O)(=O)N[C@H](C(=O)N2CCC(C(=O)N[C@@H](CCC(N)=O)C(=O)O)CC2)C(C)C)cc1.

[3]
The following is a quantum chemistry calculation of a structure of composition C23H34NO2Os in a non-equilibrium geometry, from the OMol25 dataset.

```
61
Properties=species:S:1:pos:R:3:forces:R:3
C 0.277 1.298 1.941 0.751 0.739 1.016
C -0.469 1.741 0.844 0.292 0.047 -0.047
C 0.413 1.921 -0.270 -0.496 0.886 -0.283
C 1.740 1.626 0.183 1.121 0.167 -0.614
C 1.641 1.140 1.534 0.243 0.726 2.003
Os 0.814 -0.231 0.190 -3.281 -0.942 -1.040
C 2.043 -2.245 -2.011 -1.962 1.776 -2.734
C 1.983 -2.187 -0.661 -0.349 -0.818 2.258
H 1.399 -2.957 -0.139 0.285 -0.221 -0.339
C 2.555 -1.247 0.301 1.909 0.147 0.621
H 3.431 -0.639 -0.011 -0.487 -0.794 0.162
H 2.565 -1.535 1.389 0.505 -0.272 -1.515
C 1.021 -3.162 -2.812 1.208 1.560 2.083
H 0.194 -3.360 -2.168 -0.632 -0.357 0.683
H 0.612 -2.642 -3.633 -0.233 0.813 -1.085
H 1.362 -4.082 -3.172 0.979 -1.395 -0.411
C 2.303 -0.866 -2.755 -1.025 -1.462 1.347
H 1.796 -0.102 -2.137 0.247 -0.010 -0.097
H 3.292 -0.534 -2.929 1.197 0.049 -0.097
H 1.751 -0.886 -3.672 -0.032 -0.011 -0.724
C -1.887 2.163 0.939 -0.695 -0.267 -1.018
H -2.464 1.509 1.599 0.080 0.161 0.054
H -1.960 3.196 1.286 0.030 -0.021 0.069
H -2.378 2.080 -0.064 0.474 0.419 1.072
C 0.057 2.661 -1.531 -0.203 -0.099 0.224
H -0.961 2.384 -1.840 0.374 0.183 -0.116
H 0.091 3.751 -1.348 -0.026 -0.420 -0.097
H 0.764 2.425 -2.328 -0.184 0.046 -0.051
C 3.033 1.972 -0.500 0.065 0.231 0.019
H 2.868 2.141 -1.572 0.158 -0.031 0.280
H 3.452 2.896 -0.056 -0.177 -0.385 -0.261
H 3.774 1.172 -0.374 -0.164 0.394 -0.118
C 2.756 0.862 2.505 -0.098 0.018 -0.167
H 3.731 1.008 2.028 -0.133 -0.073 0.213
H 2.664 1.541 3.358 0.178 0.015 -0.095
H 2.675 -0.162 2.889 0.145 0.288 -0.047
C -0.165 1.289 3.372 -0.094 -0.301 0.112
H 0.342 0.515 3.970 -0.150 0.203 -0.263
H 0.091 2.263 3.821 -0.083 -0.256 -0.056
H -1.254 1.174 3.467 0.226 -0.012 -0.021
C -2.984 0.740 -1.307 2.457 -6.090 -1.526
C -2.198 -0.285 -2.071 1.020 2.924 -2.137
C -4.125 1.113 -1.893 -0.435 1.378 -0.304
C -2.090 -0.005 -3.480 -1.836 0.153 1.198
H -1.417 -1.067 -2.118 -0.285 0.298 2.816
C -4.154 1.265 -3.286 1.362 -0.603 -1.027
H -4.908 1.357 -1.196 -0.648 0.655 -0.374
C -3.079 0.815 -4.089 0.446 -0.827 -0.622
H -1.323 -0.604 -4.012 -0.805 0.677 -0.068
H -4.985 1.713 -3.758 -0.849 0.392 -0.364
H -3.000 0.858 -5.231 -0.651 0.459 1.861
N -2.218 -2.226 3.610 -0.150 -0.260 0.586
C -0.899 -2.944 3.511 -0.016 0.158 0.242
C -0.036 -2.065 2.621 2.011 0.202 0.309
O 1.170 -1.954 2.906 -1.703 -0.375 -0.253
O -0.691 -1.516 1.686 0.266 0.213 -0.875
H -2.133 -1.471 4.305 -0.106 -0.117 -0.419
H -2.973 -2.838 3.920 -0.041 0.060 -0.128
H -2.409 -1.820 2.677 0.201 -0.003 0.069
H -0.452 -3.026 4.493 -0.079 -0.066 0.161
H -1.043 -3.931 3.078 -0.124 0.051 -0.065
```
Positions in Å, forces in eV/Å.

The multiplicity is 5. The calculation puts the HOMO-LUMO gap (alpha / beta) at 5.97 / 7.51 eV. The charge is +1. As for the energy relative to the best compared isomer or geometry (same formula, charge and spin): 55.7 kcal per mole.

[4]
The following is a quantum chemistry calculation of a cluster of 7 separate species, C23H35Br12N3 in total in a non-equilibrium geometry, from the OMol25 dataset.

```
73
Properties=species:S:1:pos:R:3:forces:R:3
C 6.005 -2.700 -2.199 -0.313 -0.012 0.785
C 5.343 -1.911 -1.061 0.162 1.035 -0.464
N 5.377 -2.215 0.172 0.298 -0.213 -0.409
C 4.555 -0.652 -1.469 -1.145 -0.959 -0.209
C 3.147 -1.101 -1.959 0.381 0.301 -0.172
C 2.919 -1.219 -3.376 -0.530 -0.264 1.339
C 1.681 -1.637 -3.779 0.391 0.194 -0.756
C 0.622 -1.908 -2.867 0.054 -0.123 -0.646
N -0.578 -2.312 -3.389 -0.226 0.080 0.909
C -1.504 -2.499 -2.480 0.255 0.052 -0.041
C -1.274 -2.302 -1.075 0.417 -0.981 0.419
N -0.131 -1.958 -0.524 -0.507 -0.335 -1.684
C 0.828 -1.760 -1.482 1.363 0.579 0.582
C 2.128 -1.360 -1.054 0.807 0.234 -0.416
H 5.214 -3.282 -2.699 0.410 0.277 -0.121
H 6.713 -3.413 -1.747 -0.160 0.202 -0.326
H 6.525 -2.048 -2.916 -0.230 -0.198 0.253
H 5.909 -3.086 0.265 -0.107 0.082 0.227
H 5.033 -0.145 -2.318 0.048 0.038 0.457
H 4.387 0.013 -0.610 0.476 -0.172 -0.265
H 3.709 -0.990 -4.095 -0.254 -0.084 0.250
H 1.517 -1.724 -4.857 -0.366 -0.138 0.458
H -2.499 -2.805 -2.818 0.325 0.051 0.125
H -2.103 -2.472 -0.403 0.469 -0.537 -0.042
H 2.352 -1.245 0.012 -0.314 -0.107 -0.319
Br -6.667 -1.535 0.561 0.065 -0.115 0.065
C -5.138 -0.633 1.363 -0.219 0.100 0.031
C -4.481 0.307 0.390 0.185 0.080 -0.180
Br -3.394 -0.662 -0.912 -1.337 1.330 0.174
H -4.470 -1.408 1.727 0.022 0.037 -0.069
H -5.545 -0.081 2.209 0.035 0.046 -0.044
H -3.783 0.965 0.906 -0.012 -0.042 0.018
H -5.191 0.907 -0.172 -0.051 -0.040 0.089
Br -4.594 2.989 2.981 -0.022 -0.051 0.042
C -2.909 3.290 3.907 -0.185 0.144 0.055
C -1.910 3.973 3.012 0.220 -0.169 -0.042
Br -1.145 2.726 1.726 -0.072 0.037 -0.032
H -2.568 2.324 4.267 0.042 0.030 -0.059
H -3.160 3.923 4.757 0.014 0.036 -0.052
H -1.064 4.340 3.591 -0.041 -0.008 0.022
H -2.337 4.793 2.443 -0.045 -0.021 0.071
Br -8.704 0.988 -3.090 0.049 -0.018 0.091
C -9.140 -0.744 -2.319 -0.001 0.058 -0.277
C -10.566 -0.789 -1.833 -0.001 -0.095 0.260
Br -10.777 0.166 -0.150 -0.030 0.029 -0.072
H -8.415 -0.930 -1.532 -0.097 0.039 -0.003
H -8.989 -1.461 -3.124 -0.059 -0.006 0.027
H -10.864 -1.814 -1.619 0.058 0.002 -0.029
H -11.269 -0.350 -2.535 0.081 0.010 -0.022
Br 4.661 -6.794 -3.787 0.065 0.080 0.051
C 4.513 -6.991 -1.856 -0.069 -0.243 -0.192
C 3.213 -6.431 -1.343 0.025 0.231 0.192
Br 3.253 -4.486 -1.282 -0.341 -0.328 0.057
H 5.384 -6.508 -1.422 -0.074 0.038 0.021
H 4.568 -8.063 -1.674 -0.033 0.027 0.019
H 3.042 -6.745 -0.315 0.049 -0.035 -0.027
H 2.358 -6.711 -1.951 0.086 -0.050 -0.038
Br 4.534 2.069 1.963 0.008 -0.081 -0.067
C 6.284 1.236 2.142 -0.117 0.095 0.171
C 7.359 2.064 1.487 0.108 -0.200 -0.109
Br 7.309 1.873 -0.447 0.004 0.088 -0.039
H 6.201 0.235 1.724 0.018 0.042 -0.049
H 6.458 1.165 3.215 0.045 0.030 -0.030
H 8.346 1.714 1.784 -0.046 -0.033 0.027
H 7.274 3.125 1.703 -0.074 -0.045 0.018
Br -3.824 7.496 3.680 0.066 -0.133 0.011
C -2.139 7.823 4.598 -0.271 0.190 0.018
C -1.148 8.525 3.706 0.261 -0.151 0.007
Br -0.369 7.297 2.414 -0.015 0.072 -0.055
H -1.782 6.860 4.952 0.071 0.049 -0.038
H -2.395 8.448 5.451 0.048 0.012 -0.027
H -0.309 8.898 4.291 -0.042 -0.020 0.030
H -1.584 9.343 3.141 -0.075 -0.049 0.053
```
Positions in Å, forces in eV/Å.

The multiplicity is 1. The calculation puts the HOMO-LUMO gap at 8.67 eV. As for the SMILES: [H]/N=C(\C)Cc1ccc2nccnc2c1.BrCCBr.BrCCBr.BrCCBr.BrCCBr.BrCCBr.BrCCBr.